Density functional theory data (wB97M-V/def2-TZVPD) for a molecular structure, C26H34Cl6DyN3O4 at a distorted geometry.

```
74
Properties=species:S:1:pos:R:3:lowdin_charge:R:1
Dy 0.38435 0.73811 -0.22681 1.4241
Cl 2.50820 -3.31435 3.97398 0.6893
Cl 1.11012 2.64579 2.78520 0.7231
Cl 2.97753 -1.14907 6.19569 0.6894
Cl 2.31000 1.85675 5.55761 0.6682
Cl 1.56533 -2.43727 1.12593 0.7444
Cl 2.57016 -0.16938 -1.46416 0.0892
O -1.44769 1.92085 0.72013 -0.1562
O -1.23862 -0.64853 -0.76061 -0.3696
O -0.42760 1.88934 -2.02012 -0.1672
O 1.72578 2.53734 -0.28119 -0.2396
N 3.76164 3.05592 0.56198 -0.1545
N -2.54400 0.62676 2.27459 -0.1599
N -1.99101 2.74823 -3.39834 -0.1655
C -0.97397 3.31336 -4.27756 -0.0084
C -2.45480 1.26648 1.10913 -0.2787
C -1.62788 2.05495 -2.33169 -0.2641
C -2.29285 -5.34568 -0.39062 -0.0916
C -3.38919 3.06190 -3.64097 -0.0287
C 1.50483 0.97456 3.11716 -0.7072
C -1.38488 -1.80583 -1.50286 -0.3989
C -1.80166 1.02689 3.45988 -0.0268
C 1.67553 -1.26791 2.40681 -0.6913
C -1.67727 -4.07865 1.56160 -0.0958
C 4.97811 2.60354 1.23078 -0.0098
C 2.81909 2.20370 0.24296 -0.4710
C -1.53748 -2.93157 0.78531 -0.1006
C 1.29242 0.03169 2.13099 -0.2848
C -1.67668 -3.01240 -0.60465 -0.1834
C -0.17309 -1.95131 -2.42581 -0.2782
C -0.06289 -0.96465 -3.54262 -0.0693
C 2.36639 -0.70268 4.66942 -0.7250
C -2.10528 -4.21392 -1.18012 -0.0436
C -2.08056 -5.29072 0.99274 -0.0958
C -3.42284 -0.52733 2.39181 -0.0307
C 2.17204 -1.67196 3.66198 -0.7153
C 3.45603 4.46000 0.34640 -0.0161
C 2.04542 0.63511 4.38388 -0.7125
C 2.15664 -2.90210 -2.70224 -0.1597
C 0.81418 -2.78425 -2.06691 -0.1823
H -1.16485 0.19379 3.77490 0.0952
H -2.60495 -6.27781 -0.86232 0.0977
H -1.17517 1.89199 3.23929 0.0335
H -2.44864 1.61094 -1.73289 0.1390
H -1.24728 -1.98682 1.24656 0.0749
H 3.05701 1.15212 0.45924 0.0418
H 2.89069 -2.68953 -1.91897 0.0251
H 5.12692 3.18590 2.14588 0.0946
H 2.43319 4.51731 -0.02819 0.0900
H 2.28323 -3.93286 -3.05086 0.0756
H 0.33456 0.00345 -3.19341 0.0325
H -1.47601 -4.03270 2.63104 0.1013
H -2.23098 -6.18522 1.60244 0.0982
H -0.88447 4.39036 -4.11854 0.0989
H -0.00763 2.83657 -4.11960 0.0981
H 0.60471 -1.35426 -4.31942 0.0789
H -2.26664 -1.76590 -2.18234 0.1403
H -1.28552 3.16147 -5.30843 0.0924
H -2.23359 -4.24144 -2.26690 0.1207
H -3.34965 1.14162 0.47431 0.1499
H -3.68240 2.67771 -4.62515 0.0960
H -4.29023 -0.28567 3.01578 0.0941
H -3.98299 2.57847 -2.85066 0.0948
H 4.88486 1.53274 1.47977 0.1046
H 3.55572 5.00403 1.28319 0.0929
H 5.84956 2.73569 0.57787 0.0951
H -1.04228 -0.80400 -4.00092 0.0798
H 4.13923 4.88923 -0.38428 0.0952
H -3.52227 4.15087 -3.61382 0.0975
H -2.87549 -1.35899 2.84616 0.0918
H -2.49364 1.24850 4.28135 0.1030
H 0.64278 -3.43919 -1.21678 0.0811
H -3.76149 -0.81824 1.39181 0.0982
H 2.34021 -2.21181 -3.52476 0.0513
```

The expectation value of S² is 9.329. As for the molar mass: 827.8 g mol⁻¹. As for the spin multiplicity: 6. As for the orbital gap (alpha / beta): 7.9 / 7.9 eV. The HOMO energy (alpha / beta) is -7.812 / -7.811 eV. Its relative energy (zero: lowest compared OMol25 entry of this formula, charge and spin) is 0.00 kJ/mol. For the electronic energy, the calculation gives -5122.699842 Ha.